A.
The following is a quantum chemistry calculation of an isolated ion of composition C3H9N2O3 and charge +1, from the OMol25 dataset.

The calculation puts the gap between HOMO and LUMO at 11.96 eV. As for the SMILES: C[C@@](N)(O)/C(O)=[NH+]/O. The LUMO energy comes out at -3.1 eV.

```
! RIJCOSX wB97M-V def2-TZVPD def2/J DEFGRID3
* xyz 1 1
C -1.00923 -0.27069 0.09021
C 1.30636 0.86476 -0.93457
C 0.78270 0.01772 0.30802
N -1.89642 0.65617 -0.01315
N 1.14490 -1.30965 0.32961
O -1.26435 -1.52883 -0.04272
O 0.74564 0.72848 1.60522
O -3.21678 0.46814 -0.27582
H 2.41777 0.70125 -0.91077
H 0.87139 0.45610 -1.85215
H 1.16319 1.94513 -0.84506
H -1.44737 1.54963 -0.12330
H 1.83509 -1.62050 -0.28206
H 1.41390 -1.63437 1.34682
H -0.63269 -2.10974 0.37292
H 1.26645 1.55727 1.55064
H -3.48055 -0.47086 -0.32384
*
```

B.
The following is a quantum chemistry calculation of C3H9N2O3 as an isolated structure, from the OMol25 dataset.

The calculation puts the gap between HOMO and LUMO at 11.46 eV. The LUMO energy comes out at -4.0 eV.

```
! RIJCOSX wB97M-V def2-TZVPD def2/J DEFGRID3
* xyz 1 1
C -1.19803 1.61092 -1.90253
C -1.25633 0.66531 -0.70250
C 0.21736 0.40595 -0.52067
N 1.71507 -1.75224 2.32539
N 1.56252 -1.35658 1.18237
O 1.04997 -1.64969 3.54794
O 0.83140 -0.24433 -1.46322
O 0.49570 -0.65992 0.96440
H -0.62063 2.43784 -1.77251
H -0.87714 0.99044 -2.79403
H -2.17935 2.07711 -2.11093
H -1.81935 1.11507 0.22940
H -1.76749 -0.37831 -0.73328
H 0.78526 1.21954 -0.19938
H 2.62359 -2.27126 2.60929
H 0.28410 -0.79144 -2.05373
H 0.15335 -1.41840 3.39399
*
```

Stability, highest: A

A.
The following is a quantum chemistry calculation of a 2-piece molecular cluster, CH2F2N2 overall, from the OMol25 dataset.

The calculation puts the gap between HOMO and LUMO at 8.48 eV. The LUMO energy comes out at -3.2 eV.

```
! RIJCOSX wB97M-V def2-TZVPD def2/J DEFGRID3
* xyz 0 1
C -0.16725 0.13785 0.01248
N -0.79605 -0.92758 0.06760
N 1.17717 0.00987 -0.16709
F -0.52207 1.41509 0.05047
F -2.82648 -0.24946 -0.27105
H 1.32259 -0.94736 -0.12791
H 1.81208 0.56160 0.43549
*
```

B.
The following is a quantum chemistry calculation of a 2-piece molecular cluster, CH2F2N2 overall, from the OMol25 dataset.

The calculation puts the gap between HOMO and LUMO (alpha / beta) at 10.68 / 7.31 eV. The LUMO energy (alpha / beta) comes out at 0.2 / -0.6 eV.

```
! RIJCOSX wB97M-V def2-TZVPD def2/J DEFGRID3
* xyz 0 1
C 0.95229 0.15787 0.36560
N 1.91116 -0.01086 -0.31782
N -1.58792 0.41775 -0.09920
F -2.46214 0.17378 0.88005
F -1.71733 -0.71582 -0.98370
H 0.92153 0.38341 1.39893
H 1.98242 -0.40613 -1.24386
*
```

Stability, highest: A